[1]
34
Properties=species:S:1:pos:R:3 method="wB97M-V/def2-TZVPD" charge=-1 e_lumo_ev=2.492
Li 1.265 -0.378 1.485
C 0.198 0.881 -2.280
C 1.439 1.062 -1.483
N 1.840 0.326 -0.475
C 3.016 0.864 -0.013
C 3.352 1.950 -0.778
N 2.331 2.052 -1.728
C 4.475 2.889 -0.759
O 4.862 3.322 -2.009
O 5.075 3.267 0.200
C 3.693 0.197 1.183
O 4.873 -0.121 1.074
O 2.883 0.013 2.142
H -0.202 -0.113 -2.100
H 0.396 1.010 -3.345
H -0.565 1.593 -1.964
H 2.169 2.837 -2.333
H 4.530 2.717 -2.680
O -2.653 1.371 2.320
S -2.139 0.683 1.165
O -2.139 1.429 -0.072
N -0.703 0.000 1.440
C -0.744 -1.332 1.345
O 0.249 -2.063 1.456
C -2.120 -1.871 1.085
C -2.500 -3.198 1.011
C -3.843 -3.479 0.795
C -4.770 -2.450 0.656
C -4.380 -1.117 0.732
C -3.043 -0.854 0.946
H -1.756 -3.976 1.125
H -4.176 -4.508 0.739
H -5.814 -2.688 0.491
H -5.097 -0.314 0.627

[2]
29
Properties=species:S:1:pos:R:3 method="wB97M-V/def2-TZVPD" e_lumo_ev=-0.658 relative_energy_kcal_mol=27.8 smiles="CO[C@]1(c2cccs2)OC(=O)c2c([N+](=O)[O-])cccc21"
O -0.870 3.255 0.196
O -2.671 2.773 -2.728
O -3.760 2.631 -0.825
O 0.378 1.485 0.922
O 0.089 -0.559 2.092
S 2.330 0.093 -1.270
C -0.507 2.015 0.109
C 3.710 -1.036 -0.941
C 3.696 -1.617 0.285
C 2.492 -1.283 0.951
C 1.745 -0.351 0.289
C -2.095 -1.402 -1.802
C -2.678 -0.172 -2.262
C -1.092 -1.417 -0.811
C -1.215 1.005 -0.670
C -2.335 0.951 -1.516
C -0.670 -0.203 -0.189
N -2.965 2.210 -1.663
C 0.267 0.256 3.244
C 0.421 0.040 0.820
H 4.378 -1.156 -1.772
H 4.349 -2.406 0.736
H 2.254 -1.815 1.856
H -2.383 -2.340 -2.132
H -3.502 -0.087 -3.005
H -0.486 -2.278 -0.563
H 1.345 0.420 3.302
H -0.045 -0.208 4.178
H -0.180 1.197 3.170

[3]
41
Properties=species:S:1:pos:R:3 method="wB97M-V/def2-TZVPD" charge=+1 e_lumo_ev=-4.211 relative_energy_kcal_mol=1.2
In 0.878 -1.138 -1.079
F -0.463 -5.803 -1.562
C 0.690 -5.216 -1.810
F 1.548 -6.074 -2.319
F 1.183 -4.702 -0.685
S 0.389 -3.840 -3.017
O -0.112 -2.739 -2.154
O -0.498 -4.325 -4.000
N 1.825 -3.489 -3.586
S 2.567 -2.260 -3.004
O 2.676 -2.300 -1.513
O 2.039 -0.959 -3.376
C 4.284 -2.465 -3.668
F 5.007 -1.485 -3.161
F 4.238 -2.382 -4.978
F 4.747 -3.635 -3.284
Se 0.724 -0.764 1.399
P -0.445 1.013 0.698
Se -0.366 1.044 -1.516
C 0.283 2.499 1.396
C 0.276 3.678 0.656
C 0.755 4.845 1.230
C 1.236 4.831 2.532
C 1.243 3.652 3.266
C 0.767 2.481 2.702
C -2.142 0.877 1.272
C -3.186 1.296 0.451
C -4.486 1.260 0.930
C -4.738 0.805 2.216
C -3.695 0.386 3.031
C -2.393 0.419 2.564
H -0.088 3.690 -0.363
H 0.758 5.763 0.658
H 1.614 5.742 2.975
H 1.625 3.643 4.278
H 0.788 1.561 3.274
H -2.992 1.638 -0.557
H -5.300 1.580 0.294
H -5.755 0.770 2.584
H -3.896 0.025 4.030
H -1.584 0.076 3.197

[4]
28
Properties=species:S:1:pos:R:3 method="wB97M-V/def2-TZVPD" e_lumo_ev=-0.725 relative_energy_kcal_mol=33.2 smiles=c1ccc(-c2nnc(-c3ccccc3)nn2)cc1
N 0.185 0.169 1.334
N 0.787 0.668 -0.868
N -0.895 -0.469 0.903
N -0.323 0.032 -1.307
C 1.055 0.721 0.446
C -1.134 -0.596 -0.410
C 4.737 2.677 1.701
C -4.634 -2.753 -1.780
C 4.367 2.644 0.370
C 3.863 2.130 2.642
C -3.662 -2.368 -2.668
C -4.484 -2.546 -0.404
C 3.142 2.071 0.009
C 2.665 1.496 2.262
C -2.479 -1.764 -2.201
C -3.339 -1.852 0.028
C 2.279 1.428 0.906
C -2.348 -1.381 -0.874
H 5.664 3.094 2.035
H -5.495 -3.324 -2.154
H 5.046 3.086 -0.340
H 4.051 2.187 3.705
H -3.789 -2.544 -3.725
H -5.280 -2.936 0.261
H 2.910 2.141 -1.033
H 1.991 1.074 3.016
H -1.673 -1.499 -2.916
H -3.203 -1.588 1.063

[5]
35
Properties=species:S:1:pos:R:3 method="wB97M-V/def2-TZVPD" charge=-1 e_lumo_ev=1.704 relative_energy_kcal_mol=0.0
H -4.957 0.552 5.697
B -4.186 1.325 6.260
N -5.027 2.555 6.837
C -4.388 3.542 7.526
C -5.077 4.630 8.049
C -6.461 4.706 7.863
C -7.118 3.695 7.155
C -6.378 2.634 6.649
H -3.621 0.767 7.180
H -3.367 1.746 5.468
H -3.301 3.438 7.649
H -4.523 5.397 8.591
H -7.019 5.542 8.262
H -8.196 3.713 6.986
H -6.851 1.823 6.080
O -7.763 -4.214 5.393
C -7.960 -3.854 4.308
Co -8.182 -3.252 2.679
C -6.798 -3.715 1.707
O -5.905 -4.047 1.049
C -9.548 -3.977 1.867
O -10.431 -4.457 1.284
C -8.777 -1.375 2.830
C -7.558 -0.713 3.194
C -6.635 -0.667 4.180
Co -8.075 -0.420 1.453
C -6.638 -0.418 0.321
O -5.699 -0.449 -0.357
C -8.450 1.299 1.721
O -8.639 2.378 2.095
C -9.339 -0.877 0.195
O -10.132 -1.238 -0.573
H -9.772 -1.129 3.241
H -5.569 -0.597 3.957
H -6.892 -0.848 5.234

[6]
36
Properties=species:S:1:pos:R:3 method="wB97M-V/def2-TZVPD" e_lumo_ev=-2.728
C 6.220 -0.065 1.113
C 4.810 0.415 1.041
Cl 4.624 2.122 0.791
C 3.720 -0.335 1.148
Cl 3.824 -2.013 1.459
O 2.446 0.193 1.111
C 1.722 -0.006 -0.027
O 1.703 -1.015 -0.670
C 0.892 1.178 -0.430
C 1.520 2.323 -0.907
C 0.773 3.396 -1.294
N -0.561 3.324 -1.212
C -1.197 2.238 -0.755
C -0.499 1.121 -0.341
C -1.295 0.004 0.191
C -1.312 -1.264 -0.392
C -2.149 -2.199 0.165
C -2.909 -1.849 1.272
N -2.908 -0.652 1.852
C -2.109 0.252 1.296
H 6.561 -0.321 0.109
H 6.859 0.726 1.492
H 6.297 -0.941 1.748
H 2.596 2.377 -0.956
H 1.199 4.315 -1.660
H -1.125 4.117 -1.487
H -2.276 2.259 -0.726
H -0.712 -1.499 -1.259
H -2.255 -3.184 -0.258
H -3.565 -2.595 1.696
H -2.109 1.242 1.742
O -5.086 -1.725 -1.959
Cl -5.770 -2.736 -1.175
O -6.268 -3.772 -2.039
O -6.850 -2.131 -0.439
O -4.812 -3.303 -0.239

[7]
35
Properties=species:S:1:pos:R:3 method="wB97M-V/def2-TZVPD" e_lumo_ev=-1.180 relative_energy_kcal_mol=6.0
Ti 0.276 0.048 0.595
S -3.440 0.444 -1.734
C -3.385 1.937 -0.907
C -2.302 2.037 -0.089
C -1.476 0.881 -0.098
C -1.988 -0.071 -0.966
C -1.344 -1.345 -1.275
C -1.787 -2.255 -2.232
C -1.033 -3.385 -2.478
C 0.136 -3.618 -1.763
C 0.502 -2.699 -0.805
N -0.215 -1.597 -0.588
H -4.171 2.663 -1.058
H -2.103 2.906 0.521
H -2.693 -2.060 -2.790
H -1.356 -4.088 -3.236
H 0.741 -4.497 -1.933
H 1.385 -2.824 -0.196
I 1.852 0.932 -1.376
C 1.757 0.568 1.997
I 0.690 2.377 2.315
H 2.735 0.832 1.612
H 1.808 0.046 2.947
C -2.816 -5.181 0.396
S -1.705 -4.114 1.326
C -2.681 -2.673 1.549
C -2.189 -1.530 2.053
S -0.509 -1.197 2.482
S -3.351 -0.263 2.354
C -4.730 -1.045 1.685
S -6.221 -0.374 1.564
S -4.387 -2.670 1.166
H -2.261 -6.105 0.240
H -3.083 -4.757 -0.571
H -3.715 -5.422 0.962

[8]
53
Properties=species:S:1:pos:R:3 method="wB97M-V/def2-TZVPD" charge=-1 e_lumo_ev=-0.731 relative_energy_kcal_mol=41.3
O -0.419 -0.941 2.942
V -0.733 -0.445 1.505
O -2.275 -0.316 1.282
O 2.376 3.433 0.511
C 2.129 2.678 -0.470
O 2.723 2.837 -1.665
B 2.333 1.657 -2.524
O 1.448 0.846 -1.668
C 1.289 1.402 -0.496
O 0.589 0.978 0.419
O 3.455 0.790 -2.892
C 3.460 0.617 -4.138
O 4.203 -0.023 -4.840
C 2.282 1.465 -4.726
O 1.698 2.113 -3.725
O 2.073 1.550 -5.867
O 0.237 -4.287 -6.171
C 0.695 -3.620 -5.237
O 0.438 -3.877 -3.986
B 1.125 -2.895 -3.225
O 1.837 -2.024 -4.176
C 1.610 -2.395 -5.371
O 1.971 -1.833 -6.421
O 2.063 -3.561 -2.253
C 1.824 -3.189 -0.984
O 2.493 -3.515 -0.033
C 0.574 -2.293 -0.988
O 0.214 -2.183 -2.253
O 0.072 -1.772 0.005
Br -3.058 0.916 -1.273
C -1.796 0.456 -2.765
C -2.031 1.313 -3.983
Br -1.012 0.581 -5.520
H -1.908 -0.608 -2.971
H -0.781 0.684 -2.440
H -1.805 2.362 -3.790
H -3.079 1.266 -4.276
Br 2.109 -2.739 6.854
C 1.405 -1.000 7.611
C 0.151 -0.702 6.876
Br -0.525 1.042 7.474
H 2.169 -0.227 7.531
H 1.239 -1.132 8.681
H -0.674 -1.388 7.068
H 0.371 -0.727 5.809
Br -5.440 4.337 4.988
C -4.610 2.711 4.118
C -3.558 2.013 5.063
Br -2.990 0.365 4.086
H -4.041 3.033 3.246
H -5.418 2.000 3.943
H -3.900 1.714 6.054
H -2.600 2.532 5.060

[9]
46
Properties=species:S:1:pos:R:3 method="wB97M-V/def2-TZVPD" e_lumo_ev=-7.526
C 5.807 -3.705 -0.096
P 5.473 -2.021 -0.927
C 6.768 -0.729 -0.336
C 3.737 -1.494 -0.393
C 3.382 -1.447 1.002
C 1.886 -1.039 1.466
O 1.652 -0.394 2.523
C 0.723 -1.567 0.477
C -0.689 -1.999 0.960
C -1.696 -2.537 -0.133
C -1.278 -2.627 -1.647
C 0.119 -2.148 -2.138
C 1.106 -1.621 -1.048
C 2.583 -1.119 -1.464
O 2.820 -0.461 -2.502
H 6.242 -3.558 0.953
H 6.600 -4.317 -0.694
H 4.865 -4.369 -0.021
H 6.345 0.290 -0.670
H 7.791 -0.942 -0.831
H 6.874 -0.705 0.810
H 4.207 -1.751 1.729
H -0.966 -1.922 2.060
H -2.750 -2.865 0.201
H -2.085 -3.066 -2.344
H 0.357 -2.233 -3.249
Be 7.626 -5.870 -0.212
C -1.872 1.667 1.154
Cl -3.390 2.552 1.420
Cl -1.330 1.895 -0.526
Cl -0.630 2.274 2.269
Cl -2.132 -0.069 1.442
C -7.074 4.191 1.928
F -7.729 3.032 2.166
F -7.038 4.847 3.114
F -5.795 3.843 1.657
S -7.852 5.195 0.574
O -9.208 5.473 1.035
O -7.807 4.344 -0.608
O -7.024 6.390 0.459
O -7.372 3.159 5.766
H -7.362 3.781 5.038
O 3.386 1.022 -6.713
V 1.911 0.478 -5.982
O 0.415 -0.080 -5.299
F 0.406 2.223 -2.369

[10]
34
Properties=species:S:1:pos:R:3 method="wB97M-V/def2-TZVPD" e_lumo_ev=-0.152 smiles="O=C(NC1=CC(=O)[C@]2(CO)O[C@@H]2[C@H]1O)c1cccc(Cl)c1O"
O 0.256 -2.051 -1.126
O -3.294 2.608 1.603
Cl 4.531 2.019 -2.362
O 2.328 1.128 -0.944
O -2.954 0.435 5.281
O -1.778 -2.008 0.756
O -0.968 0.638 3.260
C 0.436 -0.954 -1.570
C -2.495 1.682 1.562
C -1.941 1.312 0.216
C -1.140 0.193 0.161
C 3.452 -1.366 -3.930
C 4.181 -0.277 -3.661
C 2.101 -1.583 -3.329
C 3.667 0.632 -2.716
C 2.509 0.352 -2.059
C 1.689 -0.711 -2.422
N -0.425 0.090 -1.109
C -3.422 0.806 3.890
C -1.010 -0.916 1.192
C -2.291 0.865 2.846
C -1.502 -0.517 2.625
H 3.218 1.554 -0.898
H -2.003 0.631 5.342
H -1.575 -2.224 -0.194
H -2.111 2.057 -0.609
H 3.815 -2.117 -4.695
H 5.091 -0.104 -4.075
H 1.530 -2.533 -3.488
H -0.244 0.911 -1.530
H -4.220 0.095 3.661
H -3.783 1.833 3.927
H 0.026 -1.099 1.166
H -1.674 -1.380 3.231

[11]
39
Properties=species:S:1:pos:R:3 method="wB97M-V/def2-TZVPD" charge=+1 multiplicity=6 e_lumo_ev="-4.375 / -6.634" relative_energy_kcal_mol=9.5 s_squared=8.801
Os -1.151 1.143 1.770
S -4.221 2.755 2.557
C -3.002 1.937 2.263
C -2.985 -3.964 1.969
N -2.559 -3.194 0.814
C -2.740 -3.718 -0.545
C -2.124 -2.620 -1.432
N -1.771 -1.592 -0.449
C -2.010 -1.990 0.791
S -1.694 -1.121 2.256
H -4.044 -4.203 1.876
H -2.828 -3.392 2.878
H -2.411 -4.889 2.025
H -3.801 -3.873 -0.740
H -2.227 -4.675 -0.641
H -2.830 -2.226 -2.159
H -1.234 -2.966 -1.956
H -1.232 -0.764 -0.657
F 1.885 4.117 2.146
Te 0.580 3.348 3.311
F 0.490 0.958 3.049
F -0.984 2.730 4.257
F -0.210 5.012 3.359
F 1.300 3.719 5.032
O -0.553 2.946 1.724
N 6.078 1.650 -4.886
C 5.193 1.515 -4.167
C 4.086 1.344 -3.266
C 3.530 2.456 -2.636
C 2.467 2.291 -1.771
C 1.956 1.009 -1.533
C 2.520 -0.103 -2.166
C 3.582 0.065 -3.032
C 0.875 0.859 -0.621
C -0.053 0.729 0.165
H 3.934 3.440 -2.825
H 2.031 3.144 -1.269
H 2.129 -1.091 -1.969
H 4.028 -0.787 -3.525

[12]
33
Properties=species:S:1:pos:R:3 method="wB97M-V/def2-TZVPD" charge=-1 e_lumo_ev="2.554 / 2.554"
Pd -0.087 -0.056 0.146
C 2.670 3.674 1.288
C 3.394 2.498 0.715
N 4.668 2.576 0.480
C 5.300 1.496 -0.045
C 4.665 0.331 -0.355
C 5.501 -0.775 -0.949
O 5.173 -1.073 -2.309
C 3.259 0.183 -0.125
C 2.656 -1.070 -0.504
N 1.424 -1.429 -0.365
C 1.013 -2.724 -0.777
C 1.919 -3.787 -0.866
C 1.530 -5.043 -1.298
C 0.210 -5.284 -1.645
C -0.714 -4.258 -1.518
C -0.337 -3.000 -1.074
I -1.809 -1.494 -0.741
C 2.575 1.302 0.452
O 1.352 1.402 0.768
H 3.365 4.502 1.414
H 2.211 3.406 2.241
H 1.839 3.957 0.640
H 6.368 1.591 -0.216
H 5.374 -1.714 -0.406
H 6.556 -0.492 -0.873
H 5.036 -0.229 -2.754
H 3.329 -1.760 -1.005
H 2.947 -3.631 -0.568
H 2.264 -5.838 -1.350
H -0.106 -6.262 -1.986
H -1.757 -4.436 -1.754
O -1.668 0.951 0.352

[13]
33
Properties=species:S:1:pos:R:3 method="wB97M-V/def2-TZVPD" charge=+2 multiplicity=3 e_lumo_ev="-6.729 / -10.743" s_squared=2.024
O -0.108 4.425 -5.641
C -0.277 3.444 -6.186
Pd -0.141 -0.872 -3.666
C 1.473 -0.955 -4.588
C -1.727 -0.941 -4.652
O 2.536 -1.181 -5.013
O -2.778 -1.131 -5.071
C 1.063 0.864 2.951
N 0.898 0.855 1.499
N 0.398 -0.204 0.818
C 0.505 0.026 -0.576
O 0.063 -0.723 -1.483
C 1.159 1.275 -0.659
C 1.460 1.693 0.611
C 2.311 2.836 0.991
C -0.573 -1.081 1.342
C -1.538 -0.682 2.275
C -2.490 -1.628 2.686
C -2.487 -2.918 2.142
C -1.636 -3.241 1.081
C -0.691 -2.306 0.685
H 2.118 0.964 3.203
H 0.684 -0.052 3.387
H 0.536 1.711 3.390
H 1.318 1.716 -1.635
H 1.773 3.567 1.610
H 3.217 2.503 1.520
H 2.629 3.339 0.065
H -1.568 0.356 2.613
H -3.235 -1.338 3.428
H -3.156 -3.679 2.532
H -1.669 -4.180 0.535
H -0.068 -2.464 -0.194